# 1
A 9-piece molecular cluster, C3H24O9 overall at a distorted geometry, computed with ωB97M-V with the def2-TZVPD basis set.

Structure (XYZ):
```
36
Properties=species:S:1:pos:R:3:forces:R:3
O 0.5967 2.0884 1.9653 -0.1 -0.4 -0.7
H 1.4841 2.4428 2.0207 0.3 0.4 -0.1
H 0.6287 1.2802 2.4772 -0.3 -0.3 0.8
O 0.2597 0.8570 -0.5148 -0.8 -1.5 -0.6
H -0.4194 1.4857 -0.7594 -0.2 0.7 -0.2
H 0.4465 1.0507 0.4038 0.4 1.2 1.2
O 3.0077 3.0184 -1.2302 -0.4 0.3 0.1
H 3.9534 2.9287 -1.1122 0.3 0.0 0.0
H 2.7074 2.1345 -1.4419 0.2 -0.2 -0.1
O -0.7415 -0.1741 3.1470 0.3 0.3 -0.2
H -0.6126 -0.9529 3.6884 0.1 -0.2 0.4
H -1.1257 -0.5066 2.3358 -0.3 0.0 0.2
O -2.7068 3.0421 -1.4044 0.4 -0.3 0.0
H -3.0943 2.9510 -0.5339 -0.2 0.2 0.3
H -2.9541 2.2388 -1.8625 -0.3 -0.1 -0.3
O 1.6164 -2.1691 1.8950 -0.5 -0.3 0.0
H 2.2676 -2.4043 1.2341 0.5 -0.1 -0.2
H 1.1588 -1.4149 1.5234 0.1 0.4 0.1
O -0.7513 5.0952 -1.6828 0.4 0.3 0.0
H -0.5511 4.1600 -1.6441 0.0 -0.1 0.0
H -1.7076 5.1364 -1.6784 -0.2 -0.1 0.0
O 2.7945 -0.0710 -1.2438 0.3 -0.3 0.2
H 2.6803 -0.0259 -2.1931 0.1 -0.1 -0.4
H 2.0080 0.3422 -0.8876 -0.3 0.2 0.0
C -0.0975 -2.4287 -1.1205 0.7 -0.3 -1.6
C -1.2803 -2.4150 -0.1472 2.5 -1.0 1.3
C -1.4657 -3.7566 0.6196 -1.4 0.7 0.6
O -1.1512 -1.2175 0.6143 -1.6 -3.6 0.2
H -0.2824 -2.9329 -2.0691 -0.7 -0.1 0.1
H 0.7050 -3.0357 -0.7014 0.1 0.3 0.6
H 0.2728 -1.4487 -1.4213 0.0 0.0 0.3
H -2.1417 -2.3199 -0.8081 -0.9 0.6 -0.5
H -2.1241 -3.5516 1.4637 0.2 -0.1 0.3
H -0.6036 -4.3380 0.9464 0.7 1.0 0.1
H -2.0064 -4.5374 0.0847 -0.2 0.5 -0.8
H -0.7703 -0.5511 0.0376 1.0 1.8 -1.2
```
Forces are in eV/Å.

The HOMO energy (spin up / spin down) comes out at -12.99 / -12.99 eV. The value obtained for the gap between HOMO and LUMO (spin up / spin down) is 9.5 / 2.8 eV. The calculation puts the electronic energy at -21917.669 eV. For the energy above the lowest of the compared OMol25 structures with the same formula, charge and spin, the calculation gives 85.4 kJ/mol. The charge is +1. As for the spin multiplicity: 2.

These are the natural (NBO) partial charges, in e, on atoms 1 to 6: O -0.956; H 0.495; H 0.490; O -0.997; H 0.514; H 0.511

# 2
C22H33N3PdSSi2 as an isolated structure at a distorted geometry, computed with ωB97M-V with the def2-TZVPD basis set.

Structure (XYZ):
```
62
Properties=species:S:1:pos:R:3:forces:R:3
Pd 0.3586 -0.1846 -0.1460 1.9 -1.2 -1.3
C 3.6767 0.0437 0.5997 0.0 0.1 0.2
C 3.4496 -0.9609 -0.4767 0.0 -0.3 -0.4
C 4.5749 -1.6643 -0.9456 0.0 -0.1 -0.1
C 4.4569 -2.5657 -1.9637 -0.3 0.2 0.1
C 3.1810 -2.7788 -2.5213 -0.2 0.4 0.4
C 2.9875 -3.6778 -3.5920 -0.3 -0.1 -0.2
C 1.7443 -3.8530 -4.1584 0.4 -0.1 0.0
C 0.6620 -3.1487 -3.6530 0.1 0.0 0.1
C 0.8007 -2.2766 -2.5688 -0.8 0.2 0.1
S -0.6032 -1.5086 -1.9743 0.4 -0.2 -0.2
C 2.0841 -2.0494 -1.9813 0.4 -0.4 -0.3
N 2.2264 -1.1529 -0.9688 0.5 0.0 0.2
H 4.7411 0.1590 0.7838 0.0 0.1 0.0
H 3.2149 -0.2854 1.5306 0.1 0.0 0.0
H 3.2667 1.0117 0.3098 0.1 -0.1 0.0
H 5.5347 -1.4642 -0.4979 0.1 0.0 0.0
H 5.3125 -3.0973 -2.3529 0.1 -0.1 0.0
H 3.8424 -4.2267 -3.9569 0.1 -0.1 -0.1
H 1.6123 -4.5354 -4.9851 0.0 0.0 0.0
H -0.3144 -3.2672 -4.0955 -0.1 0.0 0.0
N 1.4911 2.9057 0.5659 0.2 -1.0 1.5
C 1.4680 2.1987 1.7181 -0.2 0.6 -1.4
C 1.8693 2.7575 2.9438 0.3 0.6 0.7
C 1.8434 1.9804 4.0755 0.1 0.0 0.1
C 1.3971 0.6575 3.9906 0.5 1.1 1.0
C 1.0052 0.1843 2.7617 -0.5 0.1 -2.3
N 1.0475 0.9277 1.6481 -0.2 -1.5 0.9
H 1.8956 3.8257 0.5314 0.0 0.4 0.0
H 1.2076 2.4676 -0.3034 -0.2 -0.2 -0.1
H 2.1856 3.7874 2.9635 0.1 0.2 0.1
H 2.1778 2.3789 5.0193 0.0 0.1 0.1
H 1.3568 0.0246 4.8595 0.0 -0.1 0.2
H 0.6627 -0.8404 2.6316 0.0 0.2 0.0
C -4.7532 -0.9204 0.7217 0.7 0.3 -0.1
Si -2.9383 -0.6429 1.1742 1.0 -0.4 0.2
C -2.8576 0.2292 2.8859 -0.1 -0.7 -0.7
C -1.9271 -2.2888 1.0407 -0.6 0.6 0.7
C -1.8139 0.4222 0.0932 -2.8 0.7 -0.4
Si -2.3916 1.8587 -1.0002 1.0 -0.3 0.2
C -2.1619 3.3489 0.1925 -0.3 -0.4 -0.9
C -1.0514 1.8182 -2.3871 -0.5 0.6 0.5
C -4.1583 1.7470 -1.6563 0.6 0.0 0.3
H -5.1979 -1.6563 1.3856 0.1 -0.2 0.2
H -4.8867 -1.2777 -0.2936 0.0 -0.1 -0.2
H -5.3255 -0.0058 0.8380 -0.1 0.2 0.0
H -3.3386 -0.4003 3.6282 -0.1 -0.1 0.2
H -3.3985 1.1702 2.8607 -0.1 0.2 -0.1
H -1.8433 0.4324 3.2179 0.2 0.0 0.0
H -2.1732 -2.9347 1.8762 0.0 -0.4 0.1
H -0.8393 -2.1189 1.0497 -0.3 0.0 0.0
H -2.1873 -2.8106 0.1239 0.0 -0.1 -0.1
H -0.8377 0.6462 0.5904 -1.1 0.8 0.9
H -1.1667 3.4032 0.6243 0.2 0.0 0.0
H -2.8764 3.2992 1.0073 -0.2 -0.1 0.1
H -2.3493 4.2696 -0.3496 0.0 0.3 0.0
H -0.0664 1.4837 -2.0208 -0.3 0.1 -0.1
H -0.9308 2.8023 -2.8284 0.1 0.2 -0.2
H -1.3566 1.1418 -3.1809 0.0 -0.1 -0.1
H -4.8836 1.8332 -0.8534 -0.1 0.0 0.2
H -4.3525 0.8178 -2.1826 0.1 -0.2 -0.1
H -4.3539 2.5600 -2.3488 0.0 0.2 -0.1
```
Forces are in eV/Å.

The HOMO energy (spin up / spin down) comes out at -12.64 / -14.31 eV. The value obtained for the gap between HOMO and LUMO (spin up / spin down) is 6.0 / 3.8 eV. The calculation puts the electronic energy at -57874.046 eV. For the energy above the lowest of the compared OMol25 structures with the same formula, charge and spin, the calculation gives 185.8 kJ/mol. The charge is +2. As for the spin multiplicity: 5.

These are the natural (NBO) partial charges, in e, on atoms 1 to 6: Pd 0.536; C -0.642; C 0.276; C -0.248; C -0.072; C -0.121

# 3
C20H14MnN4O5S as an isolated structure, computed with ωB97M-V with the def2-TZVPD basis set.

Structure (XYZ):
```
45
Properties=species:S:1:pos:R:3:forces:R:3
Mn 0.5329 -0.8640 0.0010 0.0 0.2 0.2
O -1.6590 -0.2690 5.0782 -0.1 0.0 0.0
C -2.6758 -0.7094 4.3217 0.0 0.0 0.0
C -3.9215 -0.8384 4.9404 0.0 0.0 0.0
C -5.0141 -1.2821 4.2278 0.0 0.0 0.0
C -4.8993 -1.6126 2.8779 0.0 0.0 0.0
C -3.6734 -1.4913 2.2624 0.0 0.0 0.0
C -2.5462 -1.0433 2.9606 0.0 0.0 0.0
C -1.2700 -0.9404 2.2305 -0.1 0.0 0.1
O -1.2187 -1.2883 1.0105 0.0 0.0 -0.1
N -0.2110 -0.4924 2.9265 0.0 0.0 0.0
N 0.8634 -0.4235 2.1235 0.1 -0.1 0.0
C 2.0295 -0.1404 2.5524 0.0 0.0 -0.1
C 3.1055 -0.1424 1.5471 0.0 0.0 0.0
C 4.3956 0.2705 1.8478 0.0 0.0 0.0
C 5.3575 0.2447 0.8518 0.0 0.0 0.0
C 5.0087 -0.1910 -0.4161 0.0 0.0 0.0
C 3.6998 -0.5872 -0.6372 0.0 0.0 0.0
N 2.7731 -0.5710 0.3159 0.0 0.0 0.0
H -0.8605 -0.2249 4.5014 0.0 0.0 0.0
H -3.9968 -0.5765 5.9871 0.0 0.0 0.0
H -5.9713 -1.3717 4.7263 0.0 0.0 0.0
H -5.7599 -1.9566 2.3213 0.0 0.0 0.0
H -3.5499 -1.7361 1.2168 0.0 0.0 0.0
H 2.2387 0.0796 3.5958 0.0 0.0 0.0
H 4.6302 0.6114 2.8469 0.0 0.0 0.0
H 6.3688 0.5654 1.0632 0.0 0.0 0.0
H 5.7281 -0.2231 -1.2212 0.0 0.0 0.0
H 3.3690 -0.9293 -1.6109 0.0 0.0 0.0
O -1.4765 2.6101 -1.5180 0.0 0.0 0.0
S -0.1786 2.2599 -2.0063 0.1 -0.1 0.0
O 0.9001 3.1899 -1.8526 0.0 0.0 0.0
N 0.2701 0.7790 -1.4329 -0.1 0.0 0.0
C 0.3593 -0.1318 -2.3962 0.0 0.1 -0.1
O 0.6676 -1.3175 -2.1093 0.0 -0.2 -0.1
C 0.0532 0.3781 -3.7562 0.0 0.0 0.0
C 0.0537 -0.3019 -4.9605 0.0 0.0 0.0
C -0.2847 0.4096 -6.1043 0.0 0.0 0.0
C -0.6136 1.7608 -6.0343 0.0 0.0 0.0
C -0.6136 2.4409 -4.8210 0.0 0.0 0.0
C -0.2746 1.7191 -3.6965 0.0 0.0 0.0
H 0.3074 -1.3528 -4.9961 0.0 0.0 0.0
H -0.2964 -0.0905 -7.0635 0.0 0.0 0.0
H -0.8760 2.2909 -6.9404 0.0 0.0 0.0
H -0.8707 3.4895 -4.7615 0.0 0.0 0.0
```
Forces are in eV/Å.

The HOMO energy (spin up / spin down) comes out at -8.17 / -8.16 eV. The value obtained for the gap between HOMO and LUMO (spin up / spin down) is 7.3 / 7.2 eV. The calculation puts the electronic energy at -79322.608 eV. As for the spin multiplicity: 6.

These are the natural (NBO) partial charges, in e, on atoms 1 to 6: Mn 1.602; O -0.682; C 0.364; C -0.284; C -0.159; C -0.271

# 4
A 2-piece molecular cluster, C21H21FN3O2 overall at a distorted geometry, computed with ωB97M-V with the def2-TZVPD basis set.

Structure (XYZ):
```
48
Properties=species:S:1:pos:R:3:forces:R:3
C 0.4778 -3.1040 -0.8244 0.8 0.6 0.1
C 1.5356 -3.4723 -1.6255 -0.7 -0.2 0.0
C 2.9910 -3.5548 -1.2323 0.1 2.5 -0.8
C 3.3656 -2.8117 0.0547 0.1 -1.5 -0.8
N 2.8616 -1.4181 0.0269 1.6 -0.1 0.1
C 2.7856 -0.8227 1.1984 -0.7 0.2 0.7
N 3.1809 0.4048 1.4051 0.0 0.2 0.1
N 2.2035 -1.4945 2.2867 -0.1 0.1 -0.6
C 2.9884 -2.7290 2.5495 -0.4 -0.6 -0.1
C 2.9252 -3.5883 1.2867 -1.0 0.5 0.8
F 3.6628 -4.7283 1.4290 0.7 0.0 -0.2
H 0.3865 -2.0511 -0.5412 0.8 -0.4 1.7
H -0.2826 -3.7756 -0.4363 -1.2 0.3 -1.8
H 1.3130 -3.7758 -2.6514 0.0 -2.0 0.6
H 3.2581 -4.6094 -1.1446 -0.2 0.0 0.1
H 3.6276 -3.1470 -2.0307 0.1 -0.2 0.0
H 4.4609 -2.7755 0.0929 0.0 0.1 0.1
H 3.3297 -0.8482 -0.6742 -0.3 -0.2 -0.3
H 3.8566 0.8516 0.8014 -0.3 0.3 0.0
H 2.7239 0.9007 2.1614 0.5 0.1 0.1
H 1.2926 -1.7950 1.9240 -0.1 -0.1 0.4
H 4.0076 -2.5107 2.8668 0.0 0.2 0.0
H 2.4704 -3.2748 3.3343 0.2 0.1 0.2
H 1.8913 -3.9254 1.1985 -0.1 0.1 -0.3
C 0.8077 4.0600 -0.2197 -0.1 0.0 0.0
C 1.1236 2.7442 0.1051 -0.1 0.1 -0.1
C 0.1438 1.7699 0.0998 0.4 0.0 0.1
C -1.1641 2.0997 -0.2167 -0.1 0.1 0.0
C -1.4912 3.4196 -0.5190 0.1 -0.1 0.0
C -0.4996 4.3968 -0.5303 0.1 0.0 0.0
C -2.9030 3.8004 -0.8158 -0.2 0.3 -0.1
O -3.1858 4.9472 -1.0830 0.1 0.0 0.0
C -3.9462 2.7410 -0.7667 0.1 -0.1 0.1
C -5.2740 3.0839 -0.9849 -0.2 0.0 0.0
C -6.2546 2.1060 -0.9553 0.0 -0.1 0.0
C -5.9125 0.7788 -0.7163 0.0 0.1 0.0
C -4.5913 0.4305 -0.4928 -0.1 -0.1 0.0
C -3.6047 1.4091 -0.5077 0.0 0.1 0.0
C -2.1979 1.0286 -0.2332 -0.1 -0.4 0.0
O -1.8847 -0.1284 -0.0199 0.1 0.0 0.0
H 1.5779 4.8202 -0.2246 0.0 0.0 0.0
H 2.1414 2.4783 0.3565 0.0 0.1 0.0
H 0.3920 0.7442 0.3453 -0.2 0.0 -0.1
H -0.7534 5.4186 -0.7782 -0.1 0.0 0.0
H -5.5412 4.1147 -1.1742 0.1 0.0 0.0
H -7.2891 2.3764 -1.1207 0.0 0.0 0.0
H -6.6803 0.0164 -0.7008 0.0 0.0 0.0
H -4.3266 -0.6007 -0.3026 0.1 0.0 0.0
```
Forces are in eV/Å.

The HOMO energy comes out at -10.96 eV. The value obtained for the gap between HOMO and LUMO is 7.3 eV. The calculation puts the electronic energy at -33391.699 eV. The charge is +1.

These are the natural (NBO) partial charges, in e, on atoms 1 to 6: C -0.466; C -0.140; C -0.462; C -0.086; N -0.526; C 0.717

Question: Which formula does entry 1 have?
Answer: C3H24O9

Question: The lowest electronic energy belongs to which entry?
Answer: C20H14MnN4O5S

Question: The lowest electronic energy belongs to which entry?
Answer: C20H14MnN4O5S